# C28H35N5OsP2S

A molecular structure, C28H35N5OsP2S (ωB97M-V/def2-TZVPD, the OMol25 dataset).

Summary:
**Relative energy (zero: lowest compared OMol25 entry of this formula, charge and spin)**: 638.7 kJ/mol
**Orbital gap (alpha / beta)**: 5.152 / 3.690 eV
**⟨S²⟩**: 6.05

Geometry as ORCA input:
```
! wB97M-V def2-TZVPD RIJCOSX def2/J DEFGRID3
* xyz 2 5
N 0.318 -1.459 4.833
C -3.484 0.574 -0.222
P -1.581 -0.831 1.314
H -0.369 1.761 -4.822
H 0.660 -1.352 -1.473
C -2.740 2.691 0.034
H 1.649 -0.896 -3.503
H 4.624 -0.833 -0.399
H -5.950 -3.235 2.113
S -1.381 0.120 3.126
N -2.945 -1.857 1.928
H -1.903 -2.708 3.618
N 2.306 -1.528 1.634
C -1.489 0.252 -2.776
H 1.839 2.287 2.169
H 3.157 0.021 2.878
H 3.887 -4.266 2.556
H 1.110 3.404 -3.833
C 3.157 -1.030 2.619
H -1.071 -2.957 0.483
C -0.336 -0.839 4.051
H -2.615 2.052 -2.807
C -2.816 -2.682 3.049
Os -0.034 1.360 0.264
H 0.894 2.639 -1.121
C 1.300 0.854 -2.381
H -0.819 -0.986 -4.418
H 2.212 0.478 -1.904
H -4.391 2.182 -1.395
H 1.065 -2.729 -0.461
H 1.814 2.278 0.298
C 0.832 1.811 2.224
C -0.933 -1.952 0.027
C 3.893 -2.076 3.131
H -0.456 -1.585 -2.853
H 2.038 -3.478 0.765
C -1.686 1.539 -3.105
C 0.553 -1.755 -0.448
P 1.309 -0.460 0.600
H 4.612 -2.018 3.935
C 3.524 -3.256 2.424
N -2.487 0.475 0.681
C 4.880 1.418 -0.577
H 1.081 0.397 -4.551
H -2.284 -0.288 -2.262
H -1.633 -1.796 -0.813
H 0.178 2.602 2.622
H -1.415 3.151 -4.443
H -1.917 2.149 1.926
C 2.780 1.813 0.047
H -0.084 3.920 -2.675
H 5.925 1.562 -0.829
C -3.667 1.903 -0.631
C 3.922 2.453 -0.385
N 2.954 0.449 0.111
H -4.202 -4.081 4.038
H -4.637 -1.398 0.688
C 4.252 0.189 -0.320
C 0.805 2.092 -2.088
H -2.687 3.762 0.059
H 0.950 1.064 3.041
C -4.000 -3.364 3.253
C 2.570 -2.893 1.502
C -4.256 -1.984 1.481
C 0.922 -0.058 -3.547
H 4.030 3.533 -0.464
C -4.925 -2.920 2.250
C -0.481 -0.654 -3.424
H -3.999 -0.304 -0.558
C -0.778 2.373 -3.995
C -1.863 1.867 0.879
C 0.313 3.032 -3.169
*
```